Record 1
# C34H72O30Tl

A structure of composition C34H72O30Tl in a non-equilibrium geometry (ωB97M-V/def2-TZVPD, the Open Molecules 2025 dataset).

- Gap between HOMO and LUMO: 4.0 eV

ORCA input file:
```
! RIJCOSX wB97M-V def2-TZVPD def2/J DEFGRID3
* xyz -1 1
Tl 1.79453 -0.77238 -4.90470
C 0.28547 1.05074 -0.03500
C 0.72499 0.29735 -1.18877
C 0.00975 -1.04945 -1.46477
O 0.21864 -1.60385 -2.55490
C -0.86420 -1.58049 -0.46799
C -1.15416 -0.88120 0.69844
C -0.63079 0.50265 0.87445
O -0.95374 1.24492 1.80058
O -1.73243 -1.53519 1.61770
O 1.52441 0.72017 -2.00329
H 0.66953 2.05666 0.03803
H -1.25679 -2.57947 -0.59126
C -1.79777 1.58436 -2.45111
C -2.07120 2.61863 -1.43920
C -1.64073 4.08695 -1.74900
O -1.93191 4.95043 -0.95867
C -1.02943 4.36511 -3.02885
C -0.80112 3.37446 -3.99142
C -1.15173 1.95348 -3.66991
O -0.80866 1.09247 -4.48974
O -0.21438 3.66889 -5.04155
O -2.73519 2.40573 -0.45561
H -2.05555 0.55258 -2.23984
H -0.82392 5.40073 -3.26320
C -2.34740 -5.10156 1.35729
O -3.27217 -4.03586 1.35832
H -1.97830 -5.31223 2.37631
H -2.73567 -6.02099 0.93338
H -1.40297 -4.79300 0.88842
H -2.73209 -3.23927 1.50580
C -3.48511 -3.82976 -2.52047
O -2.53536 -2.80142 -2.83334
H -4.49029 -3.43350 -2.36236
H -3.46848 -4.49643 -3.38257
H -3.14080 -4.25198 -1.57656
H -1.87200 -2.67740 -2.15429
C 5.21602 0.25325 -3.51847
C 5.10755 -1.09247 -2.85231
O 3.76267 -1.46734 -2.65163
O 4.71823 0.21776 -4.87329
H 6.26714 0.59314 -3.51028
H 4.82756 1.13697 -2.99571
H 5.55539 -0.99967 -1.85202
H 5.74893 -1.81125 -3.37762
H 3.65329 -1.98345 -1.85016
H 5.51011 0.20815 -5.41547
C -2.47528 -2.33520 5.24955
C -0.97857 -2.23363 4.97013
O -0.57900 -1.13147 4.18078
O -2.87092 -1.41382 6.28138
H -2.73915 -3.35102 5.57911
H -3.07892 -2.17906 4.35453
H -0.61519 -3.14620 4.47235
H -0.45417 -2.08442 5.92039
H -1.07554 -1.18146 3.32951
H -2.40145 -1.69495 7.07293
C 1.68947 -5.86687 -1.35014
C 0.45451 -5.01969 -1.49131
O -0.72056 -5.68617 -1.97057
O 2.25688 -6.17424 -2.63346
H 1.50010 -6.77077 -0.76411
H 2.48791 -5.26646 -0.91322
H 0.68900 -4.23228 -2.22231
H 0.20296 -4.45255 -0.59202
H -0.64551 -5.73986 -2.92700
H 1.74740 -6.88212 -3.04203
C 1.84674 3.01790 3.61076
C 3.16436 2.82857 4.35235
O 4.24780 3.61014 3.84483
O 1.86903 2.28412 2.40584
H 1.80693 4.07926 3.31870
H 1.01412 2.82439 4.29006
H 3.46306 1.78551 4.42185
H 2.96716 3.21099 5.36781
H 3.86904 4.46892 3.62511
H 0.98436 1.94364 2.18024
C 1.65725 -2.60399 2.18480
C 2.02019 -1.14348 2.12732
O 3.45102 -1.09353 2.38155
O 2.17649 -3.32886 1.08529
H 0.55570 -2.59464 2.12070
H 1.91181 -2.98320 3.17992
H 1.54873 -0.58270 2.93515
H 1.75539 -0.68598 1.16943
H 3.75886 -0.27509 1.97345
H 1.79292 -4.20685 1.05652
C -1.78428 1.75430 6.22965
C -2.01193 3.11962 6.83349
O -2.43699 4.04629 5.84575
O -2.98038 1.22597 5.69501
H -1.30580 1.08690 6.95699
H -1.10455 1.86135 5.37359
H -1.03700 3.46436 7.20975
H -2.73014 3.04908 7.66040
H -2.11464 4.91114 6.10277
H -3.01551 0.28564 5.96502
C 2.33761 6.05420 -0.14816
C 0.89134 5.58926 -0.13981
O 0.39410 5.62436 1.17971
O 2.47112 7.30485 0.53869
H 2.74399 6.18046 -1.15204
H 2.96473 5.27600 0.29664
H 0.77781 4.56614 -0.48751
H 0.28969 6.26705 -0.75578
H 0.84124 6.35410 1.62574
H 2.82513 7.96368 -0.05489
C -6.02640 -0.15792 3.56908
C -5.27307 -0.79761 2.42061
O -4.11771 -0.03512 2.18638
O -6.30330 1.20198 3.30401
H -5.31412 -0.19226 4.40485
H -6.91280 -0.74961 3.82330
H -5.90331 -0.76948 1.52120
H -5.07942 -1.83232 2.73063
H -3.53185 -0.55327 1.60948
H -6.87453 1.53962 3.99698
C -0.96364 -3.11301 -6.25379
C -0.34155 -2.48999 -7.48432
O 1.08829 -2.40635 -7.39897
O -0.81149 -2.27338 -5.15242
H -0.49387 -4.09100 -6.04567
H -1.98770 -3.41781 -6.52486
H -0.71419 -1.50767 -7.77894
H -0.54608 -3.12726 -8.35439
H 1.49273 -3.01642 -8.01426
H -1.35842 -2.51908 -4.39824
C 2.77170 3.90075 -3.20685
C 3.07410 3.31964 -4.55677
O 2.19783 2.25591 -4.89818
O 3.31744 3.08402 -2.17305
H 1.69369 3.92229 -3.02428
H 3.18164 4.90967 -3.12252
H 4.08244 2.92118 -4.63918
H 2.92386 4.15439 -5.25526
H 1.33223 2.70026 -5.04449
H 2.64711 2.45627 -1.88467
*
```

Atomic partial charges in e from the Mulliken method, atoms 1 to 8: 0.92 -0.57 0.21 1.75 0.25 -1.00 -0.39 1.41

=====

Record 2
# C34H74N2O14S3

A cluster of 4 separate species, C34H74N2O14S3 in total in a non-equilibrium geometry (ωB97M-V/def2-TZVPD, the Open Molecules 2025 dataset).

- Gap between HOMO and LUMO: 9.7 eV
- SMILES: CCCCN[C@@]1(NCC)OC(=O)O[C@]1(CCCCCCCCOC)OC[C@H](C)CC(C)C.CCOS(C)(=O)=O.CCOS(C)(=O)=O.CCOS(C)(=O)=O

ORCA input file:
```
! RIJCOSX wB97M-V def2-TZVPD def2/J DEFGRID3
* xyz 0 1
C -2.67047 -2.53645 -5.77316
C -1.62673 -1.54649 -5.17975
C -0.42129 -1.29976 -6.11438
C 0.76115 -0.77959 -5.24318
N 0.59385 0.67188 -5.11516
C 1.41360 1.34652 -4.11294
N 2.71284 1.89906 -4.45714
C 3.59589 0.98070 -5.21198
C 5.08292 1.29265 -4.80114
O 0.58634 2.54438 -3.90057
C -0.50273 1.98292 -3.23861
O -1.52658 2.48855 -3.18570
O -0.16894 0.74532 -2.68027
C 1.28271 0.84842 -2.61251
C 2.09355 -0.38676 -2.26797
C 1.23792 -1.55516 -1.69854
C 1.90830 -2.87797 -2.16082
C 0.99350 -4.09705 -1.88472
C 1.82764 -5.39133 -2.13379
C 2.17104 -6.09198 -0.79252
C 2.90602 -5.13211 0.16144
C 3.36904 -5.89490 1.41296
O 4.51362 -5.33162 2.03976
C 4.34811 -3.96618 2.34564
O 1.49232 2.01895 -1.85171
C 1.78787 1.83895 -0.47010
C 0.60059 1.36845 0.42863
C 0.01404 2.61704 1.14028
C 1.05796 0.28230 1.44151
C 1.75279 0.79476 2.71284
C 3.27945 1.01176 2.48318
C 1.63999 -0.36396 3.75099
H -3.41080 -1.99487 -6.36443
H -2.20345 -3.36367 -6.30792
H -3.21070 -2.95018 -4.91494
H -1.32297 -1.98662 -4.22370
H -2.14499 -0.61152 -4.94861
H -0.69993 -0.56689 -6.87461
H -0.17960 -2.26426 -6.56932
H 1.67888 -1.10105 -5.75869
H 0.68204 -1.32227 -4.30458
H 0.78944 1.08243 -6.02399
H 2.49997 2.66660 -5.09013
H 3.55339 1.18523 -6.28667
H 3.44063 -0.06789 -4.98100
H 5.56239 0.36932 -4.46689
H 5.64012 1.78308 -5.59801
H 5.04473 1.94825 -3.92960
H 2.96302 -0.19725 -1.64107
H 2.48753 -0.77222 -3.20807
H 0.23555 -1.57244 -2.12779
H 1.25915 -1.58931 -0.61045
H 2.04294 -2.85067 -3.24741
H 2.84261 -3.02661 -1.61650
H 0.13220 -4.08454 -2.55808
H 0.64928 -4.05307 -0.84922
H 1.31005 -6.06649 -2.81711
H 2.79237 -5.11377 -2.57161
H 2.89436 -6.88080 -1.02235
H 1.26050 -6.47573 -0.32644
H 3.81315 -4.73486 -0.31074
H 2.29433 -4.26523 0.42410
H 3.67097 -6.89419 1.08705
H 2.57343 -6.02585 2.16218
H 3.30450 -3.67813 2.53170
H 4.71716 -3.33578 1.52239
H 4.91988 -3.68802 3.23396
H 2.07552 2.82856 -0.10908
H 2.65335 1.20155 -0.25737
H -0.23725 0.95072 -0.13663
H -0.57464 2.24844 1.98782
H 0.80787 3.23222 1.57046
H -0.60874 3.20938 0.47143
H 0.20944 -0.37838 1.64977
H 1.79720 -0.33700 0.91879
H 1.27361 1.65067 3.18724
H 3.79492 0.64458 3.37247
H 3.54432 2.05013 2.27173
H 3.63641 0.37152 1.66994
H 1.85558 -1.31174 3.24279
H 0.57704 -0.42524 4.00831
H 2.26765 -0.20558 4.62543
O -6.00149 3.84961 -0.83170
S -4.72562 3.83412 -0.18237
O -4.56334 3.22796 1.10411
O -4.16174 5.32873 -0.12464
C -4.98135 6.33884 0.48568
C -5.00824 6.22346 1.99820
C -3.51164 3.17952 -1.27613
H -5.98950 6.30702 0.06747
H -4.54299 7.29473 0.20239
H -5.49506 5.30225 2.31614
H -5.55432 7.06133 2.43374
H -3.99435 6.21071 2.39966
H -3.60277 3.65761 -2.24573
H -3.69766 2.11202 -1.36508
H -2.52837 3.35060 -0.84943
O 0.99842 4.59888 6.76962
S 0.95078 3.18257 6.95852
O 0.92659 2.28961 5.84265
O -0.26281 2.83024 7.93040
C -1.57846 3.28772 7.56400
C -2.17253 2.48224 6.42394
C 2.25109 2.69322 8.04144
H -1.55168 4.35267 7.32554
H -2.19624 3.17013 8.45295
H -1.60995 2.62511 5.50206
H -3.20306 2.78731 6.23970
H -2.15172 1.41676 6.65543
H 2.25452 3.34671 8.90982
H 3.18450 2.79017 7.49062
H 2.09490 1.65703 8.33116
O -2.79519 -3.35966 0.24984
S -3.01506 -1.95902 0.44796
O -2.36703 -1.25510 1.51173
O -4.58413 -1.68906 0.52634
C -5.35155 -2.41416 1.50354
C -5.12883 -1.89435 2.91098
C -2.71676 -1.09860 -1.05673
H -5.13322 -3.48177 1.43494
H -6.39602 -2.27856 1.22733
H -4.10492 -2.06849 3.24009
H -5.79803 -2.39575 3.61127
H -5.30608 -0.81926 2.95480
H -3.23153 -1.60585 -1.86923
H -1.64177 -1.10668 -1.22649
H -3.06650 -0.07451 -0.95168
*
```

Atomic partial charges in e from the Mulliken method, atoms 1 to 8: -1.46 0.51 -0.99 0.42 0.07 -0.28 -0.27 0.13

=====

Number 1: E_HOMO -5.4246 eV. Number 2: E_HOMO -9.1346 eV.